1.
This record from the Open Molecules 2025 dataset describes a molecular structure, C20H23FeN2O4 in a non-equilibrium geometry. The level of theory is the ωB97M-V functional and the def2-TZVPD basis.

ORCA input file:
```
! RIJCOSX wB97M-V def2-TZVPD def2/J DEFGRID3
* xyz -2 6
O -3.580 2.528 -3.307
C -2.439 2.317 -3.348
Fe -0.734 2.009 -3.502
C -1.007 0.636 -4.587
O -1.170 -0.284 -5.266
C -0.671 3.075 -4.918
O -0.587 3.829 -5.797
C -0.433 1.016 -1.586
C -0.743 2.348 -1.041
C -0.164 3.335 -1.990
C 0.974 3.085 -2.766
C 1.374 1.774 -3.040
C 0.642 0.748 -2.426
H -1.003 0.170 -1.168
H -1.859 2.477 -0.982
H -0.441 2.508 0.009
H -0.538 4.374 -1.908
H 1.493 3.925 -3.248
H 2.169 1.555 -3.759
H 0.890 -0.298 -2.650
C 0.718 -4.514 -0.139
C 1.300 -3.117 -0.249
N 1.303 -2.371 1.025
C 2.508 -2.507 1.847
C 3.528 -1.398 1.622
C 0.196 -1.634 1.357
C 0.233 -0.854 2.549
N -0.887 -0.155 2.962
C -2.160 -0.676 2.820
C -3.257 0.031 3.274
C -3.105 1.285 3.865
C -1.811 1.789 4.014
C -0.719 1.060 3.590
O -0.804 -1.642 0.587
H 0.724 -4.972 -1.134
H 1.317 -5.129 0.543
H -0.316 -4.455 0.220
H 2.353 -3.175 -0.563
H 0.719 -2.549 -0.987
H 2.208 -2.511 2.904
H 2.957 -3.481 1.590
H 4.375 -1.562 2.299
H 3.891 -1.423 0.585
H 3.083 -0.417 1.835
H 1.171 -0.628 3.056
H -2.213 -1.633 2.313
H -4.225 -0.445 3.134
H -3.968 1.847 4.201
H -1.618 2.757 4.473
H 0.326 1.352 3.686
*
```

Properties
molar mass: 411.259 g/mol
E_tot: -2449.80623 hartree
frontier orbital gap (alpha / beta): 2.3 / 5.0 eV
expectation value of S²: 8.90
ΔE to the lowest compared entry with this formula, charge and spin: 0.0 kJ/mol

***

2.
This record from the Open Molecules 2025 dataset describes a single C4H8O2 molecule. The level of theory is the ωB97M-V functional and the def2-TZVPD basis.

ORCA input file:
```
! RIJCOSX wB97M-V def2-TZVPD def2/J DEFGRID3
* xyz 0 1
C -1.155 -1.286 1.197
C -0.104 -0.789 0.237
O 0.918 -1.423 0.036
C -0.355 0.530 -0.471
C 0.934 1.347 -0.623
O 1.867 0.720 -1.463
H -1.312 -0.546 1.991
H -2.114 -1.410 0.681
H -0.842 -2.235 1.634
H -0.741 0.299 -1.474
H -1.128 1.106 0.051
H 1.353 1.545 0.379
H 0.700 2.318 -1.072
H 1.979 -0.176 -1.104
*
```

Properties
molar mass: 88.106 g/mol
E_tot: -307.68390 hartree
frontier orbital gap: 10.8 eV
ΔE to the lowest compared entry with this formula, charge and spin: 74.9 kJ/mol
SMILES string: CC(=O)CCO

***

3.
This record from the Open Molecules 2025 dataset describes 2 unconnected molecules or ions with the total composition C6H13N4 in a non-equilibrium geometry. The level of theory is the ωB97M-V functional and the def2-TZVPD basis.

ORCA input file:
```
! RIJCOSX wB97M-V def2-TZVPD def2/J DEFGRID3
* xyz 1 1
C -0.680 0.559 -0.416
C -1.285 -0.513 0.012
C -1.256 -1.851 -0.553
C -2.264 -0.537 1.245
C 2.477 -0.365 1.562
C -0.319 2.733 -1.458
N 2.468 -1.173 -1.808
N 2.302 -0.949 -0.736
N 1.815 -0.697 0.302
N -0.032 1.614 -0.585
H -0.404 -2.335 -0.213
H -1.213 -1.971 -1.647
H -2.086 -2.443 -0.218
H -2.083 0.449 1.674
H -1.912 -1.284 1.956
H -3.203 -0.882 0.767
H 2.164 -0.989 2.367
H 3.582 -0.486 1.526
H 2.213 0.606 1.857
H 0.047 3.728 -1.191
H -1.372 2.648 -1.790
H 0.129 2.502 -2.568
H 0.911 1.636 -0.085
*
```

Properties
molar mass: 141.198 g/mol
E_tot: -455.02335 hartree
frontier orbital gap: 9.3 eV
ΔE to the lowest compared entry with this formula, charge and spin: 491.3 kJ/mol

***

4.
This record from the Open Molecules 2025 dataset describes a molecular structure, C17H22FeN6O5S. The level of theory is the ωB97M-V functional and the def2-TZVPD basis.

ORCA input file:
```
! RIJCOSX wB97M-V def2-TZVPD def2/J DEFGRID3
* xyz 1 2
Fe 0.339 0.223 -0.094
C -0.417 -2.268 3.602
C 0.163 -1.450 2.491
N -0.322 -1.400 1.314
N -1.452 -2.076 0.979
C -1.910 -1.953 -0.298
N -2.982 -2.670 -0.616
S -1.140 -0.978 -1.431
C 1.377 -0.600 2.665
C 2.235 -0.722 3.740
C 3.399 0.038 3.755
C 3.665 0.874 2.689
C 2.753 0.932 1.642
N 1.626 0.230 1.644
H -1.507 -2.197 3.621
H -0.153 -3.322 3.482
H -0.057 -1.940 4.572
H -1.892 -2.702 1.638
H -3.457 -3.269 0.039
H -3.381 -2.566 -1.535
H 2.024 -1.415 4.542
H 4.091 -0.041 4.583
H 4.563 1.475 2.649
H 2.927 1.548 0.771
O -2.406 5.249 -0.186
C -2.716 4.626 0.936
O -3.416 5.102 1.788
C -2.153 3.253 1.133
C -2.396 2.485 2.247
N -1.733 1.326 2.087
N -1.074 1.295 0.919
C -1.318 2.459 0.336
C -0.642 2.660 -0.981
O -0.801 3.688 -1.612
O 0.069 1.644 -1.347
H -1.820 4.720 -0.781
H -2.990 2.700 3.120
H -1.675 0.557 2.731
C 1.372 -0.372 -3.250
C 2.408 -0.071 -2.185
C 3.530 -1.104 -2.246
C 2.981 1.329 -2.340
O 1.880 -0.207 -0.846
H 1.845 -0.303 -4.232
H 0.552 0.349 -3.234
H 0.987 -1.388 -3.139
H 4.032 -1.076 -3.215
H 3.129 -2.107 -2.094
H 4.271 -0.900 -1.471
H 3.415 1.442 -3.336
H 3.780 1.490 -1.612
H 2.212 2.092 -2.219
*
```

Properties
molar mass: 478.312 g/mol
E_tot: -3027.47176 hartree
frontier orbital gap (alpha / beta): 8.2 / 8.1 eV
expectation value of S²: 0.97
ΔE to the lowest compared entry with this formula, charge and spin: 59.5 kJ/mol

***

5.
This record from the Open Molecules 2025 dataset describes a molecular structure, C22H47INNbO8PS2 in a non-equilibrium geometry. The level of theory is the ωB97M-V functional and the def2-TZVPD basis.

ORCA input file:
```
! RIJCOSX wB97M-V def2-TZVPD def2/J DEFGRID3
* xyz -1 1
C 2.218 -0.811 -0.043
C 1.807 -2.284 -0.195
C 1.271 -2.640 -1.585
C -0.251 -2.473 -1.789
N -1.031 -2.509 -0.525
C -1.328 -1.150 -0.038
C -1.800 -1.175 1.407
C -1.704 0.192 2.075
C -2.754 1.177 1.514
Nb -2.121 2.593 -0.029
C -1.374 3.426 -2.058
C -1.489 2.446 -3.134
O -0.812 1.536 -3.441
I -3.296 2.786 -4.406
P -4.145 4.325 -0.032
O -5.237 3.783 0.819
O -3.626 5.814 0.444
O -4.757 4.775 -1.465
C -2.148 -3.354 -0.636
S -2.038 -4.963 -0.376
S -3.618 -2.539 -1.175
C -4.946 -3.440 -0.333
C -5.814 -2.479 0.472
C -6.394 -1.309 -0.338
H 1.737 -0.174 -0.788
H 1.977 -0.404 0.941
H 3.295 -0.692 -0.180
H 2.695 -2.902 -0.027
H 1.088 -2.574 0.573
H 1.573 -3.649 -1.865
H 1.764 -1.975 -2.301
H -0.622 -3.276 -2.425
H -0.472 -1.529 -2.298
H -0.401 -0.579 -0.103
H -2.048 -0.638 -0.685
H -2.853 -1.476 1.443
H -1.218 -1.922 1.957
H -1.879 0.064 3.149
H -0.681 0.571 1.980
H -3.205 1.802 2.297
H -3.572 0.586 1.084
H -3.043 1.462 -1.163
H -0.477 1.883 -0.250
H -1.397 3.949 1.042
H -0.309 3.645 -1.947
H -1.960 4.312 -2.286
H -2.748 5.689 0.832
H -4.313 5.548 -1.826
H -4.483 -4.206 0.285
H -5.542 -3.958 -1.087
H -6.627 -3.078 0.893
H -5.235 -2.097 1.315
H -6.240 -1.443 -1.411
H -5.928 -0.359 -0.077
H -7.463 -1.194 -0.157
O 3.819 -4.088 -2.683
C 4.611 -4.598 -1.942
O 5.835 -4.026 -1.821
C 6.786 -4.453 -0.842
C 7.607 -5.638 -1.307
C 4.296 -5.872 -1.193
H 6.293 -4.650 0.111
H 7.424 -3.582 -0.697
H 6.984 -6.517 -1.471
H 8.361 -5.887 -0.560
H 8.109 -5.398 -2.244
H 4.489 -6.712 -1.861
H 3.234 -5.858 -0.962
H 4.860 -6.018 -0.277
O 1.340 3.223 1.760
C 1.623 4.282 2.237
O 1.619 5.372 1.425
C 1.765 6.701 1.922
C 3.216 7.100 2.105
C 2.034 4.433 3.686
H 1.190 6.836 2.839
H 1.295 7.321 1.159
H 3.710 6.483 2.855
H 3.283 8.142 2.420
H 3.753 6.984 1.164
H 3.097 4.200 3.760
H 1.480 3.692 4.256
H 1.862 5.416 4.113
*
```

Properties
molar mass: 768.535 g/mol
E_tot: -3015.47453 hartree
frontier orbital gap: 7.4 eV

***

6.
This record from the Open Molecules 2025 dataset describes a single C5H4N2 molecule in a non-equilibrium geometry. The level of theory is the ωB97M-V functional and the def2-TZVPD basis.

ORCA input file:
```
! RIJCOSX wB97M-V def2-TZVPD def2/J DEFGRID3
* xyz 0 1
C 2.630 -0.399 -0.089
C 1.452 -0.143 0.005
C 0.077 0.184 0.084
C -0.917 -0.773 0.437
N -2.103 -0.790 -0.068
N -1.477 1.471 -1.001
C -0.354 1.477 -0.464
H 3.670 -0.625 -0.158
H -0.589 -1.460 1.232
H -2.737 -1.325 0.543
H 0.359 2.319 -0.515
*
```

Properties
molar mass: 92.101 g/mol
E_tot: -302.23432 hartree
frontier orbital gap (alpha / beta): 8.4 / 7.1 eV
ΔE to the lowest compared entry with this formula, charge and spin: 509.3 kJ/mol